Molecular formula: C17H21ClN4O4S
Method: DFT, ωB97M-V/def2-TZVPD

## Properties
LUMO level	0.2541	eV
Kohn-Sham gap	9.34	eV
relative energy (zero: lowest compared OMol25 entry of this formula, charge and spin)	446.5	kJ/mol

Geometry as XYZ:
```
48
C17H21ClN4O4S (ωB97M-V/def2-TZVPD)
O 0.3211 7.0269 -0.7550
C 0.6864 6.2649 -1.5779
Cl 2.4339 6.1362 -2.1058
C -0.2806 5.2270 -2.3016
N -0.2102 3.9852 -1.4987
C -0.2632 2.7969 -2.3601
O -0.8542 2.8221 -3.4063
O 0.3611 1.7080 -1.8348
C 0.2931 0.5628 -2.7024
C -1.0070 -0.3162 -2.4718
C -1.0254 -0.7887 -0.9465
C -0.8736 -2.3525 -0.7855
C -0.4131 -2.7943 0.6663
C 0.3969 -4.1643 0.5733
C 1.5766 -4.2573 1.6214
S 1.7857 -6.0539 2.0708
C 3.1239 -6.1179 3.2719
N 3.1153 -6.9195 4.3527
N 4.3024 -6.7127 4.9995
C 4.9693 -5.8063 4.2909
O 4.2870 -5.3686 3.1746
C -1.3306 3.8693 -0.5691
C -1.2792 4.4808 0.7425
C -2.3409 4.4160 1.7457
C -3.5010 3.6161 1.2869
C -3.3990 3.0521 -0.0431
N -2.4151 3.1548 -0.9636
H -1.3102 5.6590 -2.2105
H 0.0832 5.1279 -3.3480
H 1.1473 -0.1073 -2.3940
H 0.4724 0.7887 -3.7841
H -0.8212 -1.2614 -3.0601
H -1.9430 0.2080 -2.7719
H -1.9770 -0.4647 -0.4329
H -0.1959 -0.3197 -0.3521
H -0.0830 -2.6922 -1.5048
H -1.8683 -2.8361 -0.9775
H 0.2385 -2.0383 1.1756
H -1.3150 -3.0294 1.2978
H -0.2992 -5.0254 0.7811
H 0.8603 -4.2678 -0.4435
H 1.3274 -3.6475 2.5283
H 2.5345 -3.9265 1.1546
H 5.9882 -5.4438 4.5412
H -0.3557 5.0547 1.0047
H -2.2802 4.8869 2.7461
H -4.3831 3.4356 1.9353
H -4.2797 2.4323 -0.3597
```